1.
{"formula": "C16H28IN4ORu", "method": "ωB97M-V with the def2-TZVPD basis set", "s_squared": 8.766, "gap_ev": [1.847, 7.201], "lumo_ev": [4.32, 4.16], "total_charge": -2, "total_energy_ha": -1313.050075, "homo_ha": [0.0910, -0.1117], "spin_multiplicity": 6, "symbols": ["C", "I", "H", "H", "H", "C", "C", "N", "C", "N", "H", "H", "C", "C", "N", "H", "N", "H", "Ru", "C", "O", "C", "C", "H", "H", "H", "C", "H", "H", "H", "C", "H", "H", "H", "C", "H", "H", "H", "C", "C", "C", "C", "H", "H", "H", "H", "H", "H", "H", "H", "H"], "positions_angstrom": [[-2.927, 0.561, 2.419], [-2.485, -1.614, -1.293], [-3.561, 0.157, 1.592], [-3.190, 1.625, 2.498], [-3.250, -0.010, 3.292], [1.830, -3.563, 1.497], [1.380, -4.104, 0.357], [0.502, -3.206, -0.203], [0.295, -2.130, 0.609], [1.174, -2.365, 1.653], [2.558, -3.913, 2.195], [1.641, -5.036, -0.113], [-1.335, 3.889, -0.164], [-1.442, 1.625, -0.016], [-0.920, 2.778, 0.528], [-2.586, 4.015, -1.956], [-2.102, 2.089, -1.129], [-1.043, 4.876, 0.156], [-0.856, -0.355, 0.239], [-1.541, 0.237, 2.065], [-0.660, 0.254, 2.946], [-2.081, 3.459, -1.194], [-2.800, 1.364, -2.179], [-3.051, 2.072, -2.985], [-3.715, 0.912, -1.779], [-2.143, 0.597, -2.610], [0.002, 2.929, 1.638], [-0.155, 3.950, 1.997], [1.048, 2.861, 1.314], [-0.172, 2.229, 2.456], [1.595, -1.526, 2.751], [1.870, -2.193, 3.580], [0.781, -0.878, 3.077], [2.465, -0.908, 2.472], [-0.011, -3.482, -1.540], [-0.225, -2.572, -2.107], [-0.926, -4.070, -1.474], [0.764, -4.049, -2.060], [1.059, 0.111, -2.533], [1.848, -0.157, -1.258], [3.266, 0.421, -1.396], [1.072, 0.417, -0.056], [1.050, 1.198, -2.753], [0.019, -0.250, -2.434], [1.531, -0.421, -3.380], [1.948, -1.243, -1.097], [3.240, 1.497, -1.619], [3.863, 0.249, -0.495], [3.774, -0.080, -2.228], [1.604, 0.247, 0.893], [0.999, 1.504, -0.169]], "forces_ev_per_a": [[-2.33, -0.44, -1.02], [-1.57, -1.04, -0.14], [0.27, 0.46, 0.46], [0.43, -0.15, 0.21], [0.26, 0.29, 0.36], [-0.27, -0.04, -0.31], [0.40, -0.19, -0.19], [-0.16, -0.04, 0.20], [0.71, 0.09, 0.47], [-0.19, -0.32, -0.55], [0.13, -0.10, 0.24], [-0.09, 0.09, -0.08], [0.15, 0.24, 0.04], [0.98, 1.05, -1.95], [-0.74, -0.83, 0.09], [-0.10, 0.00, -0.12], [-0.38, 0.24, 0.37], [-0.08, -0.05, -0.08], [0.38, 0.59, 1.20], [1.54, -1.69, 1.48], [-1.12, 0.63, -0.26], [0.28, 0.39, 0.23], [0.00, -0.03, -0.36], [0.06, -0.06, 0.43], [0.31, 0.03, -0.29], [-0.41, 0.41, 0.21], [0.23, 0.52, 0.43], [0.09, -0.13, 0.17], [-0.26, -0.09, -0.04], [-0.04, 0.15, -0.36], [-0.05, 0.37, 0.60], [0.02, 0.23, -0.20], [0.22, -0.06, -0.20], [-0.27, -0.27, 0.07], [0.10, -0.13, -0.26], [0.33, -0.30, 0.33], [0.05, 0.00, -0.14], [-0.09, 0.00, 0.03], [0.11, -0.21, -0.45], [-0.09, 0.34, 0.63], [-0.12, -0.20, -0.13], [0.96, 0.17, -0.70], [-0.09, -0.48, 0.09], [0.44, 0.21, -0.10], [-0.21, 0.28, 0.12], [0.00, 0.21, -0.21], [-0.02, -0.16, 0.15], [-0.08, 0.10, -0.02], [0.10, 0.09, 0.00], [0.03, 0.02, -0.22], [0.21, -0.21, -0.21]], "lowdin_spin": [0.067, 1.198, 0.009, 0.025, 0.005, 0.011, 0.022, 0.017, 0.049, 0.016, 0.002, 0.009, 0.234, 0.024, 0.013, 0.039, 0.021, 0.109, 2.039, 0.126, 0.108, 0.129, 0.033, 0.011, 0.009, 0.007, 0.143, 0.076, 0.034, 0.007, 0.011, 0.002, 0.001, 0.005, 0.036, 0.007, 0.025, 0.013, 0.036, 0.033, 0.033, 0.120, 0.010, 0.013, 0.005, 0.003, 0.014, 0.004, 0.004, 0.017, 0.014]}

***

2.
{"formula": "C4H7NS", "method": "ωB97M-V with the def2-TZVPD basis set", "gap_ev": 9.095, "lumo_ev": 0.85, "total_energy_ha": -609.513644, "homo_ha": -0.3030, "symbols": ["C", "C", "C", "C", "H", "H", "H", "H", "H", "H", "H", "N", "S"], "positions_angstrom": [[-2.409, -0.145, -0.292], [-0.999, 0.063, 0.478], [-0.051, -1.158, 0.143], [-0.152, 1.292, 0.013], [-3.081, 0.702, -0.155], [-2.239, -0.165, -1.388], [-2.984, -1.075, 0.001], [-1.109, 0.141, 1.566], [-0.310, -1.634, -0.829], [-0.006, -1.946, 0.926], [-0.627, 2.247, 0.121], [1.103, 1.175, -0.061], [1.519, -0.425, -0.117]], "forces_ev_per_a": [[0.72, 0.00, 0.39], [-0.43, -1.14, -2.15], [-1.48, -0.37, -0.16], [-1.40, -0.57, 1.89], [0.04, 0.06, 0.33], [0.16, -0.25, 0.62], [0.96, 0.97, -0.15], [-0.24, 0.10, -0.18], [-0.33, 0.22, 0.74], [-0.12, 0.66, -0.46], [0.00, 0.67, -0.29], [-0.74, 0.39, -0.95], [2.84, -0.75, 0.37]], "mulliken_charge": [-1.264, 0.176, -0.612, -0.178, 0.359, 0.359, 0.310, 0.315, 0.303, 0.334, 0.377, -0.426, -0.053]}

***

3.
{"formula": "C17H36N2NbO2", "method": "ωB97M-V with the def2-TZVPD basis set", "gap_ev": 6.228, "lumo_ev": 1.68, "total_charge": -1, "total_energy_ha": -985.981250, "homo_ha": -0.1671, "symbols": ["Nb", "C", "C", "C", "C", "C", "C", "C", "C", "C", "C", "C", "C", "N", "C", "C", "C", "C", "H", "H", "H", "H", "H", "H", "H", "H", "H", "H", "H", "H", "H", "H", "H", "H", "H", "H", "H", "H", "H", "H", "H", "H", "H", "H", "H", "H", "H", "H", "H", "H", "H", "C", "N", "O", "O", "H", "H", "H"], "positions_angstrom": [[1.347, 3.409, -2.362], [-0.676, 4.416, -2.364], [-1.950, 3.589, -2.158], [-1.941, 2.799, -0.863], [-2.102, 3.660, 0.380], [-2.474, 2.884, 1.653], [-1.271, 2.559, 2.538], [-0.525, 1.303, 2.073], [0.999, 1.351, 2.216], [1.785, 0.501, 1.204], [2.201, -0.872, 1.726], [1.106, -1.948, 1.850], [1.027, -2.949, 0.706], [0.242, -2.576, -0.458], [-0.598, -1.512, -0.599], [-1.094, -1.549, -1.861], [-0.558, -2.668, -2.508], [0.259, -3.284, -1.618], [2.227, 4.846, -1.578], [1.265, 2.889, -0.592], [0.761, 1.769, -3.016], [2.212, 3.984, -3.882], [2.901, 2.457, -2.060], [-0.713, 4.873, -3.364], [-0.658, 5.249, -1.657], [-2.093, 2.900, -2.989], [-2.832, 4.241, -2.149], [-2.733, 2.045, -0.878], [-0.996, 2.260, -0.793], [-2.845, 4.435, 0.186], [-1.165, 4.183, 0.571], [-3.238, 3.413, 2.218], [-2.926, 1.934, 1.358], [-1.635, 2.398, 3.553], [-0.580, 3.398, 2.545], [-0.731, 1.172, 1.015], [-0.929, 0.444, 2.608], [1.292, 1.047, 3.223], [1.300, 2.386, 2.077], [1.239, 0.419, 0.269], [2.691, 1.043, 0.945], [2.645, -0.728, 2.710], [2.978, -1.269, 1.072], [0.133, -1.503, 2.042], [1.325, -2.547, 2.733], [0.615, -3.881, 1.097], [2.040, -3.170, 0.372], [-0.778, -0.816, 0.188], [-1.753, -0.814, -2.282], [-0.748, -2.971, -3.520], [0.861, -4.162, -1.761], [0.339, -6.766, -0.036], [1.233, -7.949, 0.107], [2.383, -7.758, 0.434], [0.741, -9.035, -0.115], [0.909, -5.876, 0.193], [-0.027, -6.754, -1.057], [-0.485, -6.903, 0.657]], "forces_ev_per_a": [[-1.06, 0.89, -0.79], [-0.23, -0.81, 0.47], [-0.02, 0.31, -0.02], [-0.08, -0.17, 0.10], [0.07, 0.06, 0.19], [0.16, -0.16, -0.23], [-0.21, -0.31, 0.14], [0.26, 0.10, -0.13], [-0.11, -0.06, -0.16], [0.03, -0.05, 0.27], [-0.32, -0.04, -0.24], [0.13, 0.14, 0.04], [-0.08, -0.17, 0.12], [0.42, 0.08, 0.61], [0.16, -0.19, 0.17], [-0.77, 0.74, -0.39], [-0.28, -0.10, -0.63], [0.30, -0.42, -0.12], [0.33, -0.32, 0.03], [0.49, 0.41, -0.33], [0.20, -0.29, 0.05], [0.49, 0.03, 0.46], [-0.40, -0.13, 0.24], [0.26, 0.06, -0.19], [0.11, 0.13, 0.10], [0.11, -0.10, -0.13], [-0.19, 0.00, -0.03], [-0.17, -0.03, -0.02], [0.09, -0.15, -0.08], [-0.18, 0.04, -0.07], [0.10, 0.16, -0.09], [0.00, 0.20, 0.12], [-0.20, -0.08, 0.02], [0.16, 0.12, 0.24], [0.03, 0.20, 0.11], [-0.11, -0.09, -0.18], [-0.13, -0.23, -0.10], [0.08, 0.14, 0.21], [0.08, 0.14, 0.03], [-0.10, 0.01, -0.19], [0.12, 0.07, -0.06], [0.16, -0.01, 0.11], [0.20, -0.06, 0.00], [-0.15, 0.06, 0.00], [0.02, -0.10, 0.12], [-0.09, -0.09, 0.09], [0.13, -0.04, -0.07], [0.03, 0.21, 0.25], [-0.09, 0.08, -0.06], [0.03, -0.08, -0.16], [0.23, -0.08, 0.19], [0.04, 0.06, 0.01], [-0.05, 0.02, -0.01], [0.10, 0.05, 0.03], [-0.07, -0.09, -0.03], [0.04, 0.00, 0.00], [-0.04, -0.03, -0.01], [-0.04, -0.02, -0.02]], "mulliken_charge": [-1.029, -1.486, -0.570, 0.131, -0.487, -0.975, -1.009, 0.706, -0.946, -0.560, -1.046, -0.777, -0.484, 0.308, -0.253, -0.610, -0.746, -0.554, -0.019, 0.280, 0.022, -0.027, 0.021, 0.576, 0.344, 0.372, 0.365, 0.386, -0.377, 0.397, 0.301, 0.391, 0.382, 0.413, 0.441, -0.651, 0.311, 0.292, 0.560, 0.407, 0.304, 0.449, 0.455, 0.311, 0.349, 0.137, 0.475, 0.384, 0.466, 0.422, 0.469, -0.419, 0.900, -0.534, -0.572, 0.025, 0.297, 0.280]}

***

4.
{"formula": "C8H8N4O6PdS3", "method": "ωB97M-V with the def2-TZVPD basis set", "gap_ev": [5.097, 5.035], "lumo_ev": [-3.88, -3.89], "total_energy_ha": -2302.361166, "homo_ha": [-0.3298, -0.3281], "symbols": ["Pd", "O", "S", "O", "O", "O", "N", "C", "S", "N", "C", "C", "C", "C", "C", "C", "H", "H", "H", "H", "H", "H", "H", "H", "S", "C", "N", "O", "N", "O"], "positions_angstrom": [[-0.129, -0.060, 0.217], [-1.746, 0.786, 1.521], [-1.883, 1.562, 0.226], [-2.919, 2.533, 0.229], [-1.981, 0.488, -0.810], [-0.488, 2.135, 0.059], [0.644, 1.939, 2.947], [0.997, 0.678, 2.738], [1.988, 0.267, 1.367], [0.723, -0.284, 3.610], [-0.004, -0.199, 4.826], [-0.851, -1.253, 5.151], [-1.547, -1.233, 6.346], [-1.390, -0.174, 7.230], [-0.538, 0.870, 6.905], [0.158, 0.866, 5.705], [0.626, 2.520, 2.116], [-0.141, 2.090, 3.570], [0.931, -1.217, 3.283], [-0.968, -2.080, 4.463], [-2.212, -2.051, 6.586], [-1.926, -0.165, 8.169], [-0.403, 1.694, 7.592], [0.851, 1.665, 5.483], [-3.015, -2.655, 2.077], [-1.652, -2.222, 1.392], [-0.592, -1.973, 0.908], [-0.601, 0.808, -3.154], [0.490, 0.515, -2.862], [0.970, 0.062, -1.847]], "forces_ev_per_a": [[-0.07, 0.53, -0.66], [0.09, 0.01, 0.06], [-1.04, 0.84, 1.34], [0.10, -0.07, -0.21], [0.28, -0.63, -0.15], [0.66, -0.74, -0.53], [-0.47, 0.00, -0.13], [0.46, -0.08, 0.50], [-0.99, -0.51, -0.63], [-0.04, 0.05, -0.14], [-0.27, 0.08, 0.25], [0.04, -0.01, -0.14], [0.04, -0.03, 0.04], [-0.02, 0.01, -0.03], [-0.04, 0.03, 0.04], [0.12, -0.03, -0.04], [0.14, -0.03, -0.03], [0.04, 0.06, 0.06], [0.12, 0.00, -0.08], [-0.06, 0.01, -0.05], [0.00, 0.00, 0.00], [-0.01, 0.01, -0.01], [0.01, 0.01, 0.00], [0.02, -0.01, 0.01], [0.07, 0.00, -0.01], [-0.22, 0.09, 0.06], [1.09, 0.82, -0.76], [-0.06, 0.03, 0.12], [-0.37, 0.19, -0.70], [0.39, -0.64, 1.82]], "mulliken_charge": [0.087, -0.385, 1.396, -0.620, -0.481, -0.524, -0.357, 0.494, -0.251, -0.085, 0.333, -0.462, -0.698, -0.412, -0.660, -0.071, 0.290, 0.306, 0.317, 0.273, 0.386, 0.394, 0.371, 0.569, -0.352, 0.667, -0.640, -0.286, 0.615, -0.214]}